DFT (ωB97M-V/def2-TZVPD) results for a molecular structure, C33H49IrN4O7SSi at a distorted geometry.

```
! RIJCOSX wB97M-V def2-TZVPD def2/J DEFGRID3
* xyz 1 2
Ir 0.110 0.104 0.228
O 1.753 0.562 3.914
C 1.531 0.434 2.732
O 0.347 0.472 2.197
C 2.677 0.196 1.767
C 3.984 0.130 2.286
C 5.011 -0.104 1.428
C 4.748 -0.187 0.041
C 5.783 -0.361 -0.909
C 5.513 -0.340 -2.246
C 4.193 -0.104 -2.687
C 3.171 0.051 -1.791
C 3.417 -0.038 -0.404
N 2.385 0.072 0.493
H 4.108 0.248 3.353
H 6.031 -0.195 1.782
H 6.798 -0.488 -0.552
H 6.308 -0.465 -2.968
H 3.993 -0.006 -3.747
H 2.176 0.313 -2.123
C 2.771 -4.404 -1.766
C 2.175 -3.478 -2.812
N 1.455 -2.341 -2.217
C 0.182 -1.972 -2.360
S -0.264 -0.293 -2.133
N -0.780 -2.808 -2.717
C -0.818 -4.275 -2.706
C -2.109 -4.746 -2.058
H 3.383 -5.168 -2.246
H 1.998 -4.912 -1.184
H 3.410 -3.845 -1.081
H 1.513 -4.004 -3.494
H 2.974 -3.047 -3.417
H 2.058 -1.574 -1.935
H -1.670 -2.348 -2.846
H 0.036 -4.644 -2.143
H -0.741 -4.654 -3.727
H -2.174 -4.400 -1.026
H -2.150 -5.834 -2.062
H -2.979 -4.380 -2.605
O 2.424 2.474 -0.208
C 1.270 2.849 -0.179
O 0.200 2.093 -0.103
C 0.982 4.330 -0.277
C 1.985 5.149 -0.791
C 1.790 6.516 -0.913
C 0.592 7.089 -0.513
C -0.387 6.257 -0.004
C -0.215 4.893 0.125
N -1.677 6.842 0.401
O -2.619 6.077 0.545
O -1.743 8.042 0.522
H 2.919 4.694 -1.089
H 2.572 7.141 -1.321
H 0.411 8.151 -0.590
H -0.997 4.287 0.538
C -3.290 -0.854 -0.885
Si -2.247 -0.101 0.491
C -2.988 -0.851 2.108
C -2.902 -2.369 1.843
C -2.228 -0.513 3.395
C -4.468 -0.545 2.355
C -3.266 2.006 0.213
C -2.756 2.575 1.506
C -2.656 2.463 -1.076
C -4.753 1.848 0.106
H -4.355 -0.810 -0.662
H -3.024 -1.911 -0.976
H -3.105 -0.377 -1.846
H -1.911 -2.686 1.533
H -3.615 -2.685 1.081
H -3.152 -2.900 2.766
H -1.171 -0.750 3.340
H -2.669 -1.078 4.222
H -2.299 0.545 3.645
H -5.097 -0.730 1.483
H -4.623 0.477 2.698
H -4.825 -1.202 3.155
H -1.689 2.396 1.659
H -3.311 2.200 2.365
H -2.907 3.662 1.466
H -1.573 2.500 -1.056
H -3.029 3.483 -1.252
H -2.990 1.853 -1.916
H -5.208 1.316 0.933
H -5.052 1.392 -0.836
H -5.168 2.865 0.120
C 2.200 -3.073 2.002
C 0.753 -2.640 1.981
O 0.384 -2.058 0.696
H 2.411 -3.565 2.951
H 2.881 -2.229 1.898
H 2.406 -3.791 1.205
H 0.542 -1.877 2.724
H 0.097 -3.491 2.163
H 0.839 -2.545 -0.003
*
```

## Properties
highest occupied orbital energy (alpha / beta): -10.952 / -11.007 eV
Kohn-Sham gap (alpha / beta): 8.10 / 6.36 eV
ΔE to the lowest compared entry with this formula, charge and spin: 1.922 eV
E: -2824.363333 Eh



DFT (ωB97M-V/def2-TZVPD) results for 9 unconnected molecules or ions with the total composition C33H49N5O5 at a distorted geometry.

```
! RIJCOSX wB97M-V def2-TZVPD def2/J DEFGRID3
* xyz 0 1
C 5.707 -1.237 -1.926
C 4.677 -1.948 -1.217
C 4.220 -2.917 -2.068
N 4.894 -2.878 -3.210
C 5.720 -1.801 -3.183
H 6.227 -0.406 -1.472
H 4.297 -1.657 -0.248
H 3.420 -3.610 -1.852
H 4.721 -3.488 -3.996
H 6.351 -1.534 -4.017
C -2.652 4.302 2.849
C -1.866 4.187 4.037
C -0.680 3.616 3.689
N -0.706 3.420 2.344
C -1.913 3.780 1.838
H -3.664 4.662 2.738
H -2.192 4.420 5.039
H 0.181 3.268 4.241
H 0.030 3.089 1.737
H -2.129 3.584 0.798
C 0.413 -0.934 -4.179
C 0.352 -1.778 -3.048
C -1.025 -2.028 -2.840
N -1.728 -1.414 -3.823
C -0.874 -0.642 -4.575
H 1.249 -0.503 -4.710
H 1.211 -2.158 -2.515
H -1.545 -2.622 -2.102
H -2.700 -1.499 -4.084
H -1.240 -0.025 -5.382
C 2.079 3.676 -0.244
C 2.085 4.562 -1.356
C 2.553 5.799 -0.828
N 2.674 5.691 0.499
C 2.415 4.418 0.912
H 1.837 2.629 -0.356
H 1.912 4.421 -2.413
H 2.721 6.709 -1.385
H 2.930 6.432 1.137
H 2.468 4.084 1.938
C -3.993 -1.027 4.002
C -4.938 -0.402 4.776
C -4.606 0.961 4.696
N -3.506 1.102 3.815
C -3.052 -0.114 3.490
H -3.906 -2.102 3.956
H -5.770 -0.854 5.295
H -5.117 1.771 5.194
H -3.042 1.976 3.613
H -2.183 -0.319 2.882
O 0.259 -3.286 0.142
C -0.144 -3.710 1.235
C 0.459 -4.844 2.077
C -0.734 -5.098 3.035
C -1.464 -3.751 3.061
O -1.088 -3.142 1.814
H 0.668 -5.764 1.531
H 1.339 -4.475 2.603
H -1.384 -5.951 2.842
H -0.291 -5.329 4.004
H -2.543 -3.860 3.171
H -1.092 -3.080 3.835
C -4.051 -0.320 -1.743
C -5.364 -0.756 -1.062
C -5.236 -1.239 0.383
O -6.464 -0.471 -1.513
H -4.304 0.103 -2.715
H -3.337 -1.135 -1.857
H -3.534 0.328 -1.035
H -6.249 -1.374 0.761
H -4.755 -0.434 0.938
H -4.626 -2.141 0.335
C -0.707 -0.085 0.119
C 0.660 0.178 0.870
C 1.809 -0.673 0.584
O 0.764 1.134 1.665
H -1.442 0.720 0.129
H -1.063 -1.074 0.410
H -0.475 -0.219 -0.938
H 1.898 -1.615 1.125
H 2.724 -0.100 0.731
H 1.702 -1.065 -0.428
C 2.984 0.623 -2.340
C 3.231 1.479 -3.575
C 4.285 1.020 -4.510
O 2.645 2.511 -3.720
H 3.084 -0.417 -2.653
H 1.962 0.829 -2.022
H 3.726 0.906 -1.594
H 5.001 1.827 -4.663
H 3.925 0.810 -5.518
H 4.899 0.277 -4.001
*
```

## Properties
highest occupied orbital energy: -7.762 eV
Kohn-Sham gap: 8.14 eV
ΔE to the lowest compared entry with this formula, charge and spin: 1.544 eV
E: -1936.720597 Eh



DFT (ωB97M-V/def2-TZVPD) results for a molecular structure, C33H50CsGeN2PSbSe4 at a distorted geometry.

```
! RIJCOSX wB97M-V def2-TZVPD def2/J DEFGRID3
* xyz -1 1
Cs -7.843 11.476 17.071
C -3.506 16.236 18.169
C -4.367 15.470 17.203
C -5.787 15.320 17.617
N -6.809 15.084 18.068
H -2.446 16.394 17.832
H -3.466 15.704 19.125
H -3.921 17.203 18.334
H -3.894 14.532 16.976
H -4.293 15.985 16.200
C -16.020 13.726 21.970
C -14.546 13.463 21.554
C -13.854 14.577 20.795
C -12.354 14.424 20.260
Ge -12.279 13.058 18.771
C -10.667 13.974 17.763
C -10.625 15.489 17.448
C -11.551 15.947 16.362
C -13.057 16.071 16.669
H -16.447 12.922 22.581
H -16.675 13.930 21.108
H -16.030 14.633 22.572
H -14.510 12.628 20.875
H -14.021 13.125 22.459
H -13.904 15.497 21.373
H -14.540 14.681 19.970
H -11.703 14.228 21.098
H -12.013 15.393 19.831
H -13.721 13.690 18.064
H -10.467 13.387 16.818
H -9.810 13.737 18.467
H -9.634 15.778 17.089
H -10.672 16.197 18.298
H -11.382 15.368 15.474
H -11.187 16.929 16.040
H -13.482 15.143 17.070
H -13.508 16.399 15.747
H -13.190 16.857 17.393
C -5.998 9.809 21.066
P -7.553 10.842 21.191
C -8.483 9.875 22.410
C -7.870 9.169 23.458
C -8.650 8.344 24.270
C -9.975 8.145 24.016
C -10.641 8.880 23.037
C -9.887 9.766 22.289
C -6.935 12.347 22.045
C -7.804 13.452 22.101
C -7.398 14.690 22.513
C -6.079 14.897 22.927
C -5.163 13.836 22.866
C -5.618 12.560 22.502
H -5.325 10.315 20.396
H -6.412 8.973 20.556
H -5.432 9.600 21.983
H -6.810 9.302 23.623
H -8.196 7.851 25.095
H -10.576 7.453 24.668
H -11.663 8.678 22.782
H -10.381 10.314 21.466
H -8.780 13.292 21.694
H -8.085 15.527 22.536
H -5.787 15.905 23.269
H -4.163 13.977 23.105
H -4.969 11.725 22.399
C -5.376 10.288 13.837
N -4.666 11.495 13.454
C -3.273 11.418 13.959
C -5.354 12.795 13.884
C -6.688 12.973 13.234
C -6.631 13.550 11.944
C -7.809 13.845 11.322
C -9.057 13.655 11.911
C -9.011 12.954 13.125
C -7.887 12.649 13.883
H -4.932 9.504 13.252
H -6.452 10.405 13.648
H -5.170 10.159 14.898
H -4.605 11.596 12.422
H -3.265 11.435 15.019
H -2.716 12.288 13.580
H -2.764 10.485 13.601
H -4.721 13.582 13.503
H -5.420 12.754 14.967
H -5.645 13.710 11.480
H -7.721 14.277 10.379
H -10.033 13.950 11.526
H -10.007 12.840 13.514
Se -4.113 7.758 16.669
Sb -3.057 9.495 17.986
Se -4.179 11.825 17.686
Se -1.034 10.842 16.819
Se -2.474 8.921 20.219
*
```

## Properties
highest occupied orbital energy (alpha / beta): -4.353 / -4.362 eV
Kohn-Sham gap (alpha / beta): 5.90 / 4.07 eV
ΔE to the lowest compared entry with this formula, charge and spin: 1.790 eV
E: -13681.222174 Eh



DFT (ωB97M-V/def2-TZVPD) results for a molecular structure, C33H51As2BiClN3 at a distorted geometry.

```
! RIJCOSX wB97M-V def2-TZVPD def2/J DEFGRID3
* xyz 2 1
Bi -1.016 -0.462 -0.773
C -0.130 -4.222 -1.208
C 0.798 -3.202 -0.606
C 1.655 -2.458 -1.416
C 2.527 -1.537 -0.859
C 2.544 -1.324 0.513
C 1.701 -2.064 1.327
C 0.837 -2.997 0.771
H -1.022 -4.362 -0.596
H 0.375 -5.189 -1.267
H -0.421 -3.947 -2.223
H 1.663 -2.624 -2.488
H 3.226 -1.008 -1.495
H 3.241 -0.615 0.942
H 1.731 -1.933 2.402
H 0.210 -3.602 1.418
N -1.141 1.605 0.253
C -2.438 2.329 0.347
C -2.974 2.393 1.773
C -3.606 1.092 2.273
C -2.651 -0.084 2.485
N -2.469 -0.915 1.270
H -0.687 1.496 1.190
H -0.474 2.174 -0.267
H -3.174 1.827 -0.286
H -2.306 3.341 -0.037
H -3.740 3.170 1.796
H -2.178 2.703 2.456
H -4.403 0.789 1.586
H -4.076 1.304 3.234
H -3.055 -0.712 3.282
H -1.672 0.268 2.815
H -3.383 -1.128 0.867
H -2.064 -1.804 1.555
C 0.950 0.525 -4.104
As -0.447 1.247 -2.940
C -1.809 1.428 -4.334
C -0.014 3.134 -2.610
C -0.860 4.105 -3.145
C -0.589 5.451 -2.953
C 0.527 5.835 -2.227
C 1.352 4.870 -1.672
C 1.095 3.514 -1.843
As 2.218 2.121 -1.052
C 3.722 2.252 -2.309
C 3.067 3.150 0.384
H 1.295 1.295 -4.793
H 0.495 -0.280 -4.681
H 1.789 0.129 -3.537
H -1.426 2.086 -5.113
H -2.746 1.825 -3.952
H -1.998 0.450 -4.773
H -1.739 3.820 -3.706
H -1.245 6.197 -3.379
H 0.757 6.882 -2.091
H 2.216 5.176 -1.096
H 4.121 3.265 -2.303
H 3.413 2.001 -3.321
H 4.511 1.566 -1.997
H 3.711 3.929 -0.023
H 3.690 2.479 0.973
H 2.322 3.597 1.040
Cl -7.258 -4.288 0.100
C -6.020 -3.215 -0.433
C -4.854 -3.732 -0.985
C -3.874 -2.871 -1.445
C -4.032 -1.487 -1.362
C -2.989 -0.566 -1.904
C -5.203 -0.990 -0.792
C -6.193 -1.843 -0.329
H -4.739 -4.803 -1.072
H -2.983 -3.282 -1.908
H -3.376 0.449 -1.992
H -2.678 -0.900 -2.897
H -5.371 0.081 -0.757
H -7.110 -1.444 0.082
C 1.926 0.535 5.438
C 1.888 1.884 4.700
C 1.153 2.946 5.536
C 3.318 2.349 4.382
C 1.154 1.698 3.455
N 0.558 1.540 2.484
H 2.480 0.658 6.367
H 2.432 -0.221 4.837
H 0.923 0.184 5.679
H 1.692 3.101 6.469
H 0.138 2.629 5.773
H 1.111 3.895 5.001
H 3.859 2.490 5.317
H 3.313 3.295 3.842
H 3.848 1.602 3.791
*
```

## Properties
highest occupied orbital energy: -13.271 eV
Kohn-Sham gap: 8.02 eV
E: -6598.171117 Eh



DFT (ωB97M-V/def2-TZVPD) results for a molecular structure, C33H51BN10S3V at a distorted geometry.

```
! RIJCOSX wB97M-V def2-TZVPD def2/J DEFGRID3
* xyz 2 2
V 1.315 1.956 -1.073
C -2.304 0.171 -4.264
C -2.213 0.061 -2.772
C -3.283 -0.237 -1.979
C -3.159 -0.259 -0.570
N -1.992 -0.091 -0.002
N -0.933 0.133 -0.782
B 0.447 0.185 -0.085
N 0.365 0.109 1.447
N -0.136 -1.001 1.993
C -0.118 -1.105 3.296
C 0.444 -0.079 4.095
C 0.935 1.063 3.536
C 1.543 2.171 4.342
C 0.866 1.138 2.126
S 1.415 2.518 1.233
C -0.656 -2.405 3.879
C -1.033 -2.250 5.355
C 0.461 -3.455 3.739
C -1.887 -2.858 3.088
N 1.404 -0.942 -0.638
N 0.792 -2.141 -0.620
C 1.467 -3.198 -0.993
C 2.821 -3.080 -1.383
C 3.440 -1.868 -1.413
C 4.865 -1.691 -1.846
C 2.661 -0.746 -1.042
S 3.314 0.867 -1.143
C 0.772 -4.549 -0.979
C 1.510 -5.453 0.026
C 0.856 -5.164 -2.385
C -0.692 -4.412 -0.569
C -0.993 0.308 -2.106
S 0.448 0.860 -2.926
C -4.345 -0.556 0.336
C -4.424 -2.090 0.467
C -5.644 -0.018 -0.276
C -4.142 0.073 1.718
H -3.287 -0.136 -4.615
H -1.546 -0.444 -4.751
H -2.129 1.201 -4.582
H -4.245 -0.431 -2.433
H 0.486 -0.205 5.170
H 1.285 2.069 5.395
H 1.209 3.146 3.989
H 2.632 2.150 4.250
H -0.161 -2.128 6.002
H -1.546 -3.154 5.684
H -1.713 -1.408 5.516
H 1.368 -3.143 4.263
H 0.704 -3.612 2.684
H 0.133 -4.405 4.166
H -2.706 -2.138 3.186
H -2.234 -3.818 3.476
H -1.656 -2.975 2.027
H 3.371 -3.965 -1.681
H 5.331 -2.653 -2.047
H 5.443 -1.174 -1.078
H 4.918 -1.082 -2.751
H 2.526 -5.679 -0.304
H 0.976 -6.400 0.122
H 1.565 -4.992 1.015
H 1.888 -5.279 -2.726
H 0.315 -4.559 -3.117
H 0.405 -6.158 -2.369
H -0.790 -3.919 0.400
H -1.138 -5.406 -0.505
H -1.256 -3.830 -1.302
H -4.707 -2.553 -0.483
H -5.178 -2.359 1.210
H -3.463 -2.509 0.783
H -5.944 -0.565 -1.172
H -5.567 1.045 -0.522
H -6.450 -0.132 0.450
H -3.197 -0.237 2.165
H -4.959 -0.231 2.374
H -4.150 1.166 1.652
C 1.548 4.112 -2.922
N 1.597 3.939 -1.396
C 0.517 4.865 -0.831
N 0.702 6.230 -1.245
C 0.667 6.306 -2.709
N 1.727 5.486 -3.308
C 3.026 5.968 -2.817
N 3.101 5.881 -1.354
C 2.942 4.511 -0.948
C 2.018 6.691 -0.779
H 0.580 3.767 -3.274
H 2.335 3.500 -3.368
H 0.550 4.802 0.251
H -0.452 4.502 -1.181
H 0.804 7.341 -3.016
H -0.304 5.963 -3.067
H 3.153 7.006 -3.119
H 3.826 5.376 -3.261
H 2.998 4.431 0.135
H 3.729 3.902 -1.394
H 2.155 7.730 -1.073
H 2.057 6.628 0.308
*
```

## Properties
highest occupied orbital energy (alpha / beta): -13.751 / -13.634 eV
Kohn-Sham gap (alpha / beta): 6.96 / 7.50 eV
ΔE to the lowest compared entry with this formula, charge and spin: 0.266 eV
E: -3998.648346 Eh